[1]
The following is a DFT calculation (ωB97M-V with the def2-TZVPD basis set) of 4 unconnected molecules or ions with the total composition C37H62BBr2N6O6 in a non-equilibrium geometry.

orbital gap: 5.179 eV
energy: -201355.24815 eV
highest occupied orbital energy: -0.3544 hartree
spin multiplicity: 1
total charge: +1

```
114
C37H62BBr2N6O6 (ωB97M-V with the def2-TZVPD basis set)
C 0.54083 -3.89677 -1.71875
H -3.89544 -2.11453 4.69424
C -3.93992 -1.02366 4.71522
C -2.32543 -0.15094 -7.08978
C -2.24800 -9.20236 -1.86105
H 3.59897 3.31307 6.44468
C -1.80332 -7.87528 -2.38630
C -2.03101 -3.35339 -6.74896
C -2.70762 -3.37978 -3.87795
C -5.14288 1.80319 3.54742
C 1.74146 -4.20105 -1.08279
C -0.03947 2.97716 0.13075
C 1.30854 4.79072 0.91192
H 5.52233 6.56718 3.97008
C 4.32347 3.04631 5.67733
C -3.42753 -3.31040 -7.37893
H 4.07351 6.39259 6.52532
C -0.58699 -4.87726 -1.70410
C -1.09155 4.90300 1.05704
C 3.12937 5.91266 4.60894
H -1.90677 0.83198 -7.31264
C -2.54157 -2.10629 -4.69319
H -5.32743 -0.75324 3.08633
H -3.18062 0.00180 -6.43090
H 2.20548 1.51641 -2.59965
N -4.10173 0.91730 3.05272
H -0.47697 -1.24957 -7.18695
H 2.11822 3.01127 0.05386
H 2.26355 5.26968 1.08399
O -1.56958 -4.67578 -1.06491
C -5.21507 2.06263 5.05614
N 4.14785 5.02914 4.06629
H 0.38852 1.03197 0.15058
H -2.45536 -9.17270 -0.79402
C 0.15418 5.46482 1.28122
C 5.50243 5.51460 4.26351
C 3.94681 3.61077 4.30174
H 0.22761 6.43597 1.75300
H -1.99592 5.43141 1.33012
B 4.16380 -3.64255 -0.35570
O -0.37874 2.05257 -2.67581
H -2.96734 -0.66526 5.05649
H -2.15563 3.17525 0.29670
C -1.24986 -1.03051 -6.44564
C -0.77367 -7.16751 -1.94082
N -1.66295 -2.28373 -5.83257
C -4.29061 -0.49872 3.31723
O 5.26641 -3.80469 -1.13911
O -0.40171 -5.96768 -2.50869
H -0.74716 -0.43837 -5.67137
C 1.21068 3.53425 0.33464
C 1.24813 -0.41683 -2.98712
H -1.92961 -4.30316 -6.21552
N 2.58185 -2.10247 -1.71866
H -1.96922 0.64276 1.41512
H -6.10869 1.42353 3.20438
H -3.25620 -3.16453 -2.95921
H -3.53782 -1.73174 -4.96993
C 0.25770 1.55485 -1.78668
H -5.60100 1.20258 5.60153
H -2.68221 -0.56646 -8.03066
O 4.16879 -3.83231 0.98310
H 0.23368 -0.31641 -3.35955
H 4.35357 1.95545 5.62933
H -4.68576 -0.74825 5.45854
H -3.65036 -4.27708 -7.83393
N 3.67485 -1.20946 -1.69414
H 2.89976 3.37559 4.09000
H 7.50162 5.25719 3.51318
H 1.94074 -0.38123 -3.83298
H 5.81276 5.48095 5.31893
C 1.56391 0.81147 -2.07599
C 3.09165 6.14084 6.12381
H -3.26338 -4.14700 -4.41302
H 6.00023 -3.25222 -0.84183
H 2.70941 5.27283 6.65947
Br -2.76110 -7.14009 -3.85397
H 4.51548 3.06026 3.54554
H -5.89440 2.89467 5.25004
H 2.15023 5.55113 4.27959
H -1.73454 -3.79384 -3.61056
C -2.76157 1.42369 3.27139
C 1.42541 -1.74617 -2.32277
H -2.09630 -1.33586 -4.05159
N -0.17402 1.63224 -0.44371
C -1.19984 3.64402 0.48120
H -1.27861 -3.39821 -7.53935
H -1.46647 -9.94034 -2.05535
H -5.01717 2.76634 3.04203
C 6.53046 4.76939 3.42539
C 4.27282 -1.07009 -2.78197
H -0.74441 1.17809 2.57386
H -2.74418 2.46973 2.95211
H -2.47363 1.42002 4.33460
H -1.57703 -0.35382 2.82856
H -4.24397 2.33116 5.47368
H -3.50318 -2.56171 -8.16522
H -3.69837 -1.05973 2.58823
H -3.12190 -9.53252 -2.41503
H 1.88235 -5.14781 -0.57744
C -1.70760 0.67064 2.47415
C 2.76707 -3.28616 -1.08261
C 0.39212 -2.66460 -2.32302
O 4.75251 -0.80512 -3.78859
H 3.25113 6.88735 4.12500
H 3.50678 -3.31592 1.45697
H -4.20648 -3.11234 -6.64102
H 5.30820 3.38345 6.00285
H 2.42381 6.97422 6.34951
H -0.54022 -2.42241 -2.81517
Br 0.29294 -7.81526 -0.51881
H 6.65553 3.73562 3.75102
H 6.24492 4.76947 2.37204
H 2.02267 0.51595 -1.13667
```

Löwdin population analysis, charges in e, atoms 1 to 6: number 1, C, carries -0.034; number 2, H, carries 0.071; number 3, C, carries -0.081; number 4, C, carries -0.075; number 5, C, carries -0.137; number 6, H, carries 0.056

---

[2]
The following is a DFT calculation (ωB97M-V with the def2-TZVPD basis set) of 2 unconnected molecules or ions with the total composition C3H4N2OS in a non-equilibrium geometry.

orbital gap (alpha / beta): 7.884 / 7.940 eV
energy: -19031.55978 eV
highest occupied orbital energy (alpha / beta): -0.3617 / -0.3246 hartree
spin multiplicity: 1
energy relative to the best compared isomer or geometry (same formula, charge and spin): 172.7 kcal/mol

```
11
C3H4N2OS (ωB97M-V with the def2-TZVPD basis set)
S 2.31328 -0.59070 -0.42700
H -2.54543 -0.68158 1.44772
N 0.06502 -0.15077 0.65854
C -0.23947 0.10348 -0.64086
C 1.20243 -0.32400 1.16142
O 3.67253 -0.04524 -0.58503
H -1.27786 0.09691 -0.79805
H -2.64792 0.92415 1.84442
N -2.42078 0.26594 1.14031
H 0.98038 0.38271 -2.39413
C 0.89782 0.01910 -1.40733
```

natural (NBO) population analysis, charges in e, atoms 1 to 6: number 1, S, carries 1.198; number 2, H, carries 0.310; number 3, N, carries -0.473; number 4, C, carries -0.012; number 5, C, carries 0.105; number 6, O, carries -0.837

---

[3]
The following is a DFT calculation (ωB97M-V with the def2-TZVPD basis set) of 2 unconnected molecules or ions with the total composition C11H16NSi in a non-equilibrium geometry.

orbital gap: 5.443 eV
energy: -21022.60104 eV
highest occupied orbital energy: -0.3949 hartree
spin multiplicity: 1
total charge: +1

```
29
C11H16NSi (ωB97M-V with the def2-TZVPD basis set)
H 1.13791 -2.30894 2.56477
H 2.03322 -0.37375 -3.57652
C -0.30660 0.37573 2.11855
H -0.21190 0.91936 -4.68939
H 0.56161 -1.25445 -3.94790
H -2.50781 -0.28992 -1.34334
C -1.61618 0.80116 2.28616
H 1.56989 0.45665 3.09105
H 1.18594 1.88485 4.61558
H -3.10495 1.90771 3.53208
H -2.40363 0.61787 1.65497
H 1.05786 1.63353 -3.69035
C 1.19075 -2.30021 1.45622
C -1.04636 2.10642 4.17424
C -1.98370 1.61328 3.32094
C -1.51021 0.11004 -1.37691
C 0.26400 1.64380 4.09844
C -0.43571 -0.81605 -0.91019
H -1.36004 0.96905 -0.86000
H -0.41539 -1.65480 -1.45926
N 0.45179 0.85124 -3.93298
H 2.83951 -3.53287 0.95551
Si 0.19060 -0.86445 0.77363
H 2.20524 -2.54135 -0.42366
C 2.14190 -2.83765 0.68827
H -1.30428 2.75077 4.90358
H -1.43561 0.47965 -2.40590
C 0.62877 0.78021 3.10389
C 1.02233 -0.30887 -3.82007
```

natural (NBO) population analysis, charges in e, atoms 1 to 6: number 1, H, carries 0.249; number 2, H, carries 0.209; number 3, C, carries -0.520; number 4, H, carries 0.445; number 5, H, carries 0.228; number 6, H, carries 0.223

---

[4]
The following is a DFT calculation (ωB97M-V with the def2-TZVPD basis set) of a single C4H5NO2S molecule in a non-equilibrium geometry.

orbital gap: 10.022 eV
energy: -20645.25468 eV
highest occupied orbital energy: -0.3448 hartree
SMILES: O=C1NOC2(CC2)S1
spin multiplicity: 1
energy relative to the best compared isomer or geometry (same formula, charge and spin): 113.6 kcal/mol

```
13
C4H5NO2S (ωB97M-V with the def2-TZVPD basis set)
C 0.00707 1.34842 -0.11818
H 0.46742 1.10823 -2.47210
O 1.11125 -2.30850 2.16051
H -1.40182 1.23844 -1.84820
C -0.35832 1.04399 -1.58344
N -0.60247 -1.09221 1.26825
C 0.09996 -0.01860 -0.51952
C 0.88796 -1.52943 1.30497
H -0.88968 1.76886 0.32752
H 0.85396 2.00107 0.02253
H -0.97712 -1.98905 1.43647
O -0.92080 -0.83415 -0.03604
S 1.72259 -0.73707 0.05723
```

natural (NBO) population analysis, charges in e, atoms 1 to 6: number 1, C, carries -0.473; number 2, H, carries 0.227; number 3, O, carries -0.536; number 4, H, carries 0.248; number 5, C, carries -0.409; number 6, N, carries -0.354

---

[5]
The following is a DFT calculation (ωB97M-V with the def2-TZVPD basis set) of 19 unconnected molecules or ions with the total composition H38O19 in a non-equilibrium geometry.

orbital gap: 9.213 eV
energy: -39520.40999 eV
highest occupied orbital energy: -0.3699 hartree
spin multiplicity: 1
energy relative to the best compared isomer or geometry (same formula, charge and spin): 57.4 kcal/mol

```
57
H38O19 (ωB97M-V with the def2-TZVPD basis set)
O 3.71373 3.60343 1.75584
H 0.12685 -3.91869 -2.62646
H -0.35834 2.20956 -3.62566
H -4.09825 0.41501 -0.59430
O -4.86012 0.99391 -0.61948
H -1.41628 -2.75092 0.84809
H -2.90829 5.21902 2.20156
H 4.48197 2.78822 -1.12388
H 3.97303 -1.68091 -0.20127
O -1.04696 2.50741 -4.22008
H -4.36116 -0.53987 2.57861
H 3.72108 2.55980 0.16482
H -0.46968 -1.79074 0.15968
O -2.61590 -0.68194 -1.57490
H 4.48129 0.67900 -0.18063
O -0.53790 -2.69292 0.47218
O -0.04485 -0.02464 0.11627
H -0.29428 -4.62317 -3.89856
O 3.90858 -2.58233 -0.51674
H 3.03764 -1.67734 -3.43389
H 2.39985 -3.07296 -2.00939
H -2.76915 -0.61247 -2.51720
H 0.84610 0.07201 -0.22002
O 3.92281 2.15236 -0.67751
H 3.84377 -3.11090 0.27866
H -2.90244 3.33890 4.40014
H 0.11909 -3.41065 3.54405
H 3.87511 3.63779 2.69871
O -2.28072 2.99572 3.75834
O -0.29633 -4.71565 -2.94584
H -0.30227 0.86113 0.37198
O 4.93586 -0.14314 0.00294
O 0.82937 -3.57612 2.92409
O 1.49370 -2.78696 -2.12492
H -5.68644 -1.26876 2.51322
O 1.84940 0.87428 -2.04582
H -1.67277 -0.82458 -1.49502
H -4.20363 1.65325 1.51830
H 1.09538 -2.89699 -1.26152
H 3.57205 -0.50035 -4.22194
H -1.58765 5.25281 1.46219
H -3.12606 -2.49177 2.48939
H 4.28439 4.27921 1.38991
O -4.75306 -1.40802 2.67336
H -3.19445 1.82118 2.63421
O -2.55829 -3.23850 2.29895
O -3.97281 1.32227 2.38629
H 5.31992 -0.39754 -0.83610
O -1.96218 5.25197 2.34307
H 0.60469 -3.05097 2.15599
H 2.37894 1.34315 -1.40086
H -2.12202 3.72795 3.16261
H -1.51414 3.18204 -3.72729
H -4.73021 1.52760 -1.40340
H -2.15010 -3.44989 3.13856
H 2.25720 1.08066 -2.88685
O 3.72493 -1.42995 -4.05249
```

natural (NBO) population analysis, charges in e, atoms 1 to 6: number 1, O, carries -0.958; number 2, H, carries 0.484; number 3, H, carries 0.472; number 4, H, carries 0.500; number 5, O, carries -0.967; number 6, H, carries 0.507